Formula: C45H53AsCl2CoN3OSi2
Source: the Open Molecules 2025 dataset
Level of theory: ωB97M-V/def2-TZVPD

- largest force on an atom (eV/A) = 1.4
- ⟨S²⟩ = 3.82
- highest occupied orbital energy (spin up / spin down) (eV) = -2.3766 / -3.1785
- molar mass (g/mol) = 912.872
- energy above the lowest of the compared OMol25 structures with the same formula, charge and spin (kcal per mole) = 89.5
- E_LUMO (spin up / spin down) (eV) = 2.354 / 2.350

Geometry as ORCA input:
```
! RIJCOSX wB97M-V def2-TZVPD def2/J DEFGRID3
* xyz -1 4
Co 0.1869 1.6836 0.2819
C 4.8611 2.4905 -2.0652
Si 3.1812 1.8289 -1.5719
C 3.3337 0.0004 -1.4905
C 2.0114 2.2873 -2.9512
C 2.6549 2.6178 0.0008
C 1.7805 3.8159 -0.1370
C 2.2311 5.1365 0.0198
C 1.3484 6.1913 -0.1051
C 0.0227 5.9172 -0.3907
C -0.3629 4.5973 -0.5458
N 0.4758 3.5610 -0.4273
Si 3.4498 2.5239 1.4755
C 2.8480 3.4219 2.9580
C 2.7256 -1.1168 2.1135
C 5.0201 1.6031 1.7443
H 5.1762 2.0583 -3.0296
H 5.6246 2.2361 -1.3114
H 4.8376 3.5873 -2.1698
H 3.3928 -0.4058 -2.5106
H 2.4509 -0.4286 -1.0019
H 4.2318 -0.3204 -0.9377
H 2.3221 1.7959 -3.8864
H 1.9895 3.3776 -3.1148
H 0.9893 1.9649 -2.7066
H 3.2795 5.3110 0.2229
H 1.6909 7.2144 0.0042
H -0.7077 6.7096 -0.4955
H -1.3957 4.3474 -0.7655
H 1.7546 3.2788 3.0070
H 3.0546 4.4989 2.8922
H 3.3063 3.0267 3.8693
H 2.7038 -2.1964 2.2844
H 3.5327 -0.6961 2.7277
H 2.9460 -0.9251 1.0499
H 5.8406 2.3336 1.7944
H 5.2274 0.8997 0.9260
H 4.9945 1.0503 2.6885
Cl -0.6172 2.7429 5.1817
C -1.7890 2.5762 3.9003
C -3.1557 2.6302 4.2145
C -4.1106 2.5533 3.2423
Cl -5.8090 2.6497 3.6905
C -3.7431 2.3870 1.8871
C -4.6464 2.3116 0.8112
C -4.1715 2.1293 -0.4468
C -2.7803 1.9842 -0.6535
N -1.9145 2.0306 0.3148
C -2.3608 2.2708 1.5771
C -1.3163 2.4099 2.5925
O -0.0923 2.3967 2.2720
H -3.4571 2.7466 5.2461
H -5.7110 2.4001 0.9983
H -4.8488 2.0773 -1.2913
H -2.3750 1.8226 -1.6451
C 2.6538 -3.3032 -5.3349
C 1.7232 -2.7933 -4.2577
C 1.6653 -3.3958 -3.0044
C 0.8145 -2.9390 -2.0018
C 0.8126 -3.6722 -0.6839
C -0.0280 -1.8375 -2.2474
As -1.2042 -0.9711 -0.8962
N 0.0060 -0.5293 0.4430
C 0.2785 -1.1548 1.6523
C -0.2274 -2.3562 2.1578
C -0.0745 -2.7376 3.5105
C 0.5193 -1.8399 4.4478
C 1.1397 -0.7173 4.0019
C 1.3622 -0.5085 2.5211
C -2.5011 -2.4112 -0.3989
C -3.2536 -2.1456 0.7560
C -3.1175 -0.8480 1.5243
C -4.1542 -3.0958 1.2371
C -4.3629 -4.3010 0.5870
C -5.2913 -5.3518 1.1497
C -3.7086 -4.4981 -0.6248
C -2.8109 -3.5691 -1.1509
C -2.2833 -3.8666 -2.5474
C 0.0023 -1.2358 -3.5174
C -0.9204 -0.1027 -3.9514
C 0.8807 -1.7178 -4.4937
H 3.3098 -4.0887 -4.9511
H 3.2810 -2.4976 -5.7275
H 2.0898 -3.7171 -6.1760
H 2.3098 -4.2480 -2.7940
H 1.4050 -4.5884 -0.7514
H -0.2016 -3.9394 -0.3760
H 1.2278 -3.0540 0.1140
H -0.8154 -2.9891 1.5150
H -0.4985 -3.6791 3.8533
H 0.4338 -2.0401 5.5144
H 1.5533 0.0222 4.6927
H 1.3762 0.5556 2.3067
H -2.6388 -0.0727 0.9292
H -2.5150 -0.9825 2.4272
H -4.1036 -0.4789 1.8224
H -4.7002 -2.8752 2.1551
H -5.7820 -4.9963 2.0588
H -4.7414 -6.2629 1.3993
H -6.0671 -5.6255 0.4284
H -3.9140 -5.4014 -1.2000
H -3.0161 -4.4732 -3.0840
H -1.3416 -4.4204 -2.5317
H -2.1134 -2.9637 -3.1232
H -1.5408 0.2664 -3.1454
H -1.5804 -0.4482 -4.7526
H -0.3382 0.7351 -4.3462
H 0.8898 -1.2349 -5.4724
*
```